*one*
The following is a quantum chemistry calculation of an isolated molecule of C4H3NOS, from the OMol25 dataset.

Molar mass (g/mol): 113.14
LUMO energy (eV): -1.07
HOMO-LUMO gap (eV): 7.73
Structure (SMILES): O=C=N/C=C\C=S

```
! RIJCOSX wB97M-V def2-TZVPD def2/J DEFGRID3
* xyz 0 1
O 0.82510 0.08057 -3.45460
C 0.77663 0.19383 -2.32663
N 0.53229 0.29765 -1.14365
C 0.90022 0.19736 0.22437
C -0.04542 0.03808 1.22615
C -1.39573 -0.26267 0.91375
S -2.46113 -0.40762 2.13476
H 1.94478 0.37249 0.40301
H 0.39927 -0.05586 2.23508
H -1.47601 -0.45383 -0.21224
*
```

***

*two*
The following is a quantum chemistry calculation of an isolated molecule of C4H3NOS, from the OMol25 dataset.

Molar mass (g/mol): 113.14
LUMO energy (eV): -1.01
HOMO-LUMO gap (eV): 7.93
Structure (SMILES): C#C/C(C=O)=N/S

```
! RIJCOSX wB97M-V def2-TZVPD def2/J DEFGRID3
* xyz 0 1
C -2.31648 -1.19954 -0.08119
C -1.10317 -0.87247 0.14241
C 0.11483 -0.20760 0.02645
C -0.24487 1.31464 0.20844
O -1.32171 1.80786 -0.22502
N 1.35314 -0.70677 0.00056
S 2.76012 0.11955 -0.08672
H -3.54867 -1.29941 -0.37353
H 0.63502 2.04021 0.57485
H 3.67179 -0.99647 -0.18625
*
```

***

*three*
The following is a quantum chemistry calculation of an isolated molecule of C4H3NOS, from the OMol25 dataset.

Molar mass (g/mol): 113.14
LUMO energy (eV): -0.58
HOMO-LUMO gap (eV): 9.34
Structure (SMILES): C=CC(=O)N=C=S

```
! RIJCOSX wB97M-V def2-TZVPD def2/J DEFGRID3
* xyz 0 1
C -0.46737 1.67550 0.01752
C 0.32803 0.90449 0.88289
C 0.64912 -0.48498 0.52805
O 1.57514 -1.12761 1.10885
N -0.43849 -1.03179 -0.39254
C -0.39586 -1.99348 -1.20119
S -0.61318 -3.23452 -1.98711
H -1.06703 1.18603 -0.74702
H -0.54780 2.82915 0.27563
H 0.97744 1.27722 1.51493
*
```

***

*four*
The following is a quantum chemistry calculation of an isolated molecule of C4H3NOS, from the OMol25 dataset.

Molar mass (g/mol): 113.14
LUMO energy (eV): -1.26
HOMO-LUMO gap (eV): 8.65
Structure (SMILES): C=COC(=S)C#N

```
! RIJCOSX wB97M-V def2-TZVPD def2/J DEFGRID3
* xyz 0 1
C 1.09401 1.71036 0.67633
C 0.76094 0.71772 -0.14132
O -0.27216 -0.13850 0.26335
C -0.73615 -1.10267 -0.52230
S -0.28620 -1.45115 -2.04790
C -1.75273 -1.82028 0.16800
N -2.57388 -2.44768 0.68712
H 2.03151 2.23370 0.42529
H 0.59286 1.86655 1.61963
H 1.14182 0.43196 -1.12819
*
```

***

Which is most stable, and by how much? *one*, by 0.0168 hartree.